No. 1
C3H7N5 | wB97M-V/def2-TZVPD

Geometry as XYZ:
```
15
Properties=species:S:1:pos:R:3:forces:R:3:nbo_charge:R:1
C 0.505342 0.837600 -0.840221 4.05 -5.05 3.61 0.354
C 1.325229 -0.263804 -0.388923 -1.53 1.05 -2.14 -0.419
C 0.384287 -1.326955 0.125221 0.61 2.37 1.20 0.384
H 2.133131 1.865245 -1.007699 -0.02 -0.59 -0.74 0.388
H 0.864213 2.748105 -0.462970 0.77 -2.36 -3.61 0.324
H 2.453101 -0.205020 -0.602947 -2.09 -0.88 0.33 0.222
H -0.104566 -3.344745 0.895968 2.28 4.09 -2.05 0.374
H -2.491637 -0.518675 0.158482 -0.88 -0.47 0.01 0.347
H -2.202530 -0.188367 1.844561 0.36 -2.46 -3.01 0.333
H -1.305585 1.570048 0.027444 1.56 -1.67 -0.62 0.391
N 1.165286 1.903176 -1.327114 -1.21 6.44 3.07 -0.753
N 0.631541 -2.532657 0.365383 -2.05 -3.77 1.46 -0.706
N -0.690956 -0.421668 0.619787 2.17 0.85 -1.64 -0.142
N -1.926552 -0.853557 0.929027 -2.04 1.99 3.33 -0.606
N -0.740304 0.731273 -0.335998 -1.97 0.46 0.80 -0.491
```
Positions in Å, forces in eV/Å.

## Properties
Molecular weight, g/mol: 113.1
LUMO energy, eV: 0.31
ΔE to the lowest compared entry with this formula, charge and spin, kJ/mol: 546.9
HOMO-LUMO gap, eV: 8.06
Max |F|, eV Å⁻¹: 7.41
Highest occupied orbital energy, Eh: -0.28472
Electronic energy, eV: -10669.3323

---

No. 2
C40H90F6N5P | wB97M-V/def2-TZVPD

Geometry as XYZ:
```
142
Properties=species:S:1:pos:R:3:forces:R:3:mulliken_charge:R:1
C 5.314991 3.038471 -4.274531 -0.51 -0.25 1.10 -1.340
C 4.075312 2.245716 -3.741714 -0.60 1.06 -0.77 -0.234
C 3.035139 3.314545 -3.230423 -1.46 -0.10 -1.23 -0.711
N 1.529385 2.912562 -3.006971 1.33 -0.81 -0.10 0.638
C 0.789279 2.571827 -4.343713 1.37 0.84 2.04 -0.903
C 1.587560 1.644420 -2.080209 -1.61 3.30 -3.23 -1.478
C 0.357607 1.757895 -1.289687 7.31 4.24 -6.27 0.549
C 0.283908 3.207468 -0.900782 -0.15 0.05 -0.75 0.409
C 0.765502 3.972037 -2.187782 -0.17 -1.29 0.99 -0.819
H 4.974705 3.832886 -4.938769 -0.01 -0.06 0.01 0.351
H 5.970687 2.385235 -4.850246 0.08 0.07 0.31 0.397
H 5.813804 3.497231 -3.420814 0.42 0.03 -0.28 0.353
H 4.250697 1.447061 -3.020950 0.45 0.32 0.33 0.233
H 3.802804 1.710279 -4.651182 -1.02 0.05 0.05 0.318
H 2.843462 4.080747 -3.981620 0.95 0.23 -0.06 0.663
H 3.283371 3.807507 -2.290496 0.45 -0.20 -0.07 0.411
H -0.274313 2.604301 -4.107431 0.08 -0.89 -0.10 0.381
H 1.317537 1.640176 -4.546404 -0.91 -0.01 -0.98 0.430
H 0.927935 3.372811 -5.069863 0.47 -0.19 -0.04 0.291
H 1.729390 0.696472 -2.599243 0.18 0.38 -0.43 0.819
H 2.402259 1.749871 -1.363792 -4.34 4.57 -5.64 0.021
H -0.471281 1.436072 -1.920132 0.41 0.80 -0.11 -0.337
H 0.523520 1.133652 -0.411678 6.28 2.48 -2.67 -0.841
H -0.738751 3.483464 -0.643704 0.90 0.37 -0.33 -0.740
H 0.862329 3.294016 0.019030 0.45 0.80 -0.23 0.533
H -0.108856 4.216957 -2.790791 0.27 0.49 0.14 0.368
H 1.354580 4.831754 -1.868443 0.14 -0.01 -0.79 0.365
C 4.823843 -4.261011 2.830403 -0.75 0.78 0.33 -1.539
C 4.241874 -2.765669 3.052586 0.58 -1.33 -0.81 0.348
C 4.209973 -2.080289 1.635807 0.55 0.56 1.14 -1.144
N 4.112896 -0.522725 1.567339 0.74 -0.95 0.26 0.486
C 5.339589 0.079306 2.268855 0.14 -0.77 0.11 -0.953
C 2.818091 -0.001878 2.182753 1.31 0.37 0.20 -0.321
C 2.470363 1.175125 1.303037 -0.65 0.57 -0.57 0.325
C 2.756125 0.664283 -0.068047 3.15 -2.94 0.11 1.552
C 4.099518 -0.128846 0.043096 -1.19 0.10 1.65 -0.740
H 4.870978 -4.832933 3.757106 -0.28 0.28 0.16 0.412
H 5.839645 -4.330883 2.441349 0.01 0.67 -0.10 0.418
H 4.203903 -4.838904 2.144980 -0.18 0.12 -0.05 0.373
H 4.795541 -2.313155 3.875259 0.69 0.48 -0.65 0.393
H 3.254482 -2.778578 3.514095 0.00 -0.39 -0.52 -0.052
H 3.394511 -2.458348 1.019200 -0.22 0.03 0.22 0.554
H 5.124705 -2.313609 1.090899 0.09 0.00 0.16 0.720
H 5.343117 -0.101667 3.343720 -0.65 0.02 -0.04 0.384
H 5.478186 1.147688 2.103132 -0.36 -0.15 -0.31 0.413
H 6.214370 -0.484879 1.945519 -0.03 0.25 -0.48 0.399
H 3.022055 0.187872 3.236551 -0.05 0.20 -0.08 0.618
H 1.997314 -0.712917 2.088755 1.08 -0.17 0.17 -0.501
H 3.035850 2.105264 1.359119 -0.06 0.00 1.04 0.538
H 1.392389 1.330767 1.345927 0.40 0.77 0.55 -0.969
H 2.867492 1.355543 -0.903414 4.85 -3.46 5.70 0.442
H 1.990902 -0.018042 -0.438134 0.83 0.24 -0.02 -0.757
H 4.993642 0.464151 -0.149251 -0.08 -0.17 -0.04 0.151
H 4.075424 -1.066929 -0.511440 0.29 0.28 -0.11 0.376
C -0.788427 -4.980681 2.368913 -0.36 1.12 1.70 -0.728
C 0.467776 -4.627243 3.296298 -1.27 0.43 -0.97 -0.593
C 0.618309 -3.082690 3.348815 1.03 -1.10 0.95 -0.079
N -0.291973 -2.366741 4.325922 -0.02 1.91 -0.98 0.647
C -0.073480 -2.830798 5.778993 -0.55 -0.09 -0.71 -0.817
C -1.732967 -2.325713 3.892863 -1.75 -2.37 0.80 -0.023
C -2.357002 -1.022092 4.222851 -1.66 0.76 0.65 -1.183
C -1.242708 -0.040540 4.341544 0.74 1.06 0.75 1.177
C 0.068371 -0.873174 4.263629 0.21 1.63 0.96 -0.402
H -1.301989 -5.937335 2.273239 1.73 -0.92 -0.65 0.476
H -0.730338 -4.361199 1.473949 -0.05 -0.55 -0.35 0.056
H -1.675874 -4.635510 2.899379 0.09 1.04 0.22 0.141
H 1.419431 -4.947075 2.871855 -0.12 -0.45 0.03 0.303
H 0.350240 -5.032596 4.301269 0.15 -0.16 -0.12 0.364
H 0.681968 -2.680138 2.337872 -1.01 0.18 0.22 -0.188
H 1.595770 -2.774107 3.719567 -0.04 -0.58 0.37 -0.304
H -0.777857 -3.616236 6.052933 0.09 -0.09 -0.36 0.323
H -0.288971 -1.983262 6.429633 0.28 -0.10 -0.06 0.464
H 0.947796 -3.206049 5.844447 -0.09 0.28 0.22 0.296
H -2.262356 -3.126001 4.409971 0.16 -0.18 -0.20 0.882
H -1.802148 -2.407818 2.808168 -0.45 -1.65 2.04 -0.288
H -3.055225 -1.016367 5.059844 0.54 -0.35 0.56 0.381
H -3.066525 -0.716516 3.453894 0.21 -0.18 -0.57 0.166
H -1.237913 0.534964 5.267223 -0.15 -0.43 0.36 0.839
H -1.391850 0.757501 3.614233 0.74 -0.63 0.28 -1.256
H 0.662301 -0.622784 5.142642 0.03 -0.36 0.07 1.251
H 0.719932 -0.541355 3.455255 -0.45 -0.87 -0.34 -1.463
C -5.483323 5.514676 -1.520367 -0.94 -0.09 -0.43 -1.506
C -4.740256 4.164169 -1.433658 1.14 0.58 -0.99 -0.113
C -4.900124 3.452638 -0.114717 0.47 -0.71 1.79 -0.605
N -3.894012 2.240935 0.198426 0.45 0.21 0.54 0.215
C -4.186449 1.169794 -0.886061 -0.93 2.22 1.48 -0.818
C -2.421985 2.815971 0.332940 -1.25 -1.30 0.05 -0.432
C -2.045794 2.775198 1.855794 -0.55 2.70 0.17 0.133
C -3.334734 2.418813 2.650942 0.53 -0.35 -1.79 -0.881
C -4.053215 1.527607 1.647438 -1.13 1.60 -0.64 -0.514
H -6.551302 5.335406 -1.396363 -0.05 0.27 1.00 0.376
H -5.571804 6.006705 -2.488962 0.85 -0.72 -0.65 0.433
H -5.049188 6.334028 -0.947410 -0.31 -0.45 0.76 0.363
H -3.681038 4.420903 -1.449413 0.29 0.05 -0.29 0.101
H -4.882571 3.588429 -2.348192 -0.47 -0.24 0.20 0.409
H -5.868796 3.044103 0.173190 -0.16 0.15 -0.42 0.552
H -4.627046 4.218180 0.611554 -0.15 -0.19 0.40 0.361
H -4.137557 1.676778 -1.849744 0.62 -0.16 0.09 0.502
H -5.258134 1.007041 -0.771592 -0.05 -0.40 0.09 0.365
H -3.633453 0.242227 -0.738019 -0.91 1.47 -0.13 -0.093
H -1.803697 2.122996 -0.237677 -1.16 0.83 0.41 -1.208
H -2.349560 3.777862 -0.174607 -0.62 0.04 0.50 1.158
H -1.199761 2.107545 2.018810 -1.85 2.95 0.20 -0.896
H -1.694295 3.743080 2.213222 -0.22 0.39 -0.33 0.714
H -3.110834 1.861360 3.560454 -0.24 0.24 0.06 0.711
H -3.952550 3.296940 2.838790 0.23 -0.04 0.35 0.423
H -3.559308 0.561922 1.539673 -1.17 0.66 0.44 -0.148
H -5.122907 1.527536 1.856819 0.00 -0.57 -0.21 0.621
C 0.744870 -3.859329 -4.467667 -0.08 -1.41 -0.07 -1.367
C 0.687088 -3.349062 -3.039763 0.80 0.46 0.54 -0.439
C -0.678793 -3.191975 -2.332982 0.31 0.62 -1.03 -0.002
N -1.363125 -1.913907 -2.746301 1.33 2.28 -1.07 0.426
C -0.392649 -0.613037 -2.739429 -0.96 -1.21 -0.97 -1.540
C -2.500994 -1.614294 -1.812989 -1.44 0.20 -1.09 0.134
C -3.561870 -0.944459 -2.689882 -0.75 -1.48 1.42 0.825
C -3.168934 -1.111439 -4.107326 -0.30 1.11 -1.91 -1.223
C -2.018413 -2.055476 -4.166820 0.94 -0.20 1.06 -0.450
H 0.483157 -4.915698 -4.407042 -0.81 0.00 -0.57 0.389
H 1.742842 -3.975124 -4.890444 0.34 0.63 0.46 0.462
H 0.185485 -3.297999 -5.216073 -0.22 -0.26 0.22 0.218
H 1.267324 -2.426555 -3.059954 -0.33 0.41 0.53 -0.103
H 1.315706 -3.968546 -2.400092 -0.16 -0.40 -0.06 0.625
H -0.688428 -3.095758 -1.247271 0.70 -0.99 -0.52 -0.115
H -1.409668 -3.935196 -2.651666 0.31 -0.40 0.21 0.628
H -0.950969 0.259701 -3.078148 -0.73 -0.48 0.21 0.811
H 0.417711 -0.618869 -3.468388 -0.16 -0.95 0.02 0.537
H -0.037986 -0.486617 -1.716518 0.14 -0.03 -1.81 0.175
H -2.349971 -0.911131 -0.993929 0.11 -1.25 -1.85 -0.699
H -2.739277 -2.584068 -1.376090 -0.53 0.08 -0.09 0.347
H -3.670573 0.053032 -2.264102 -0.09 -0.89 -1.94 -1.114
H -4.470669 -1.525185 -2.531941 -0.38 0.47 0.18 0.674
H -2.906609 -0.157011 -4.563765 0.06 0.09 -0.06 0.406
H -4.009301 -1.483001 -4.693711 0.16 -0.03 -0.12 0.440
H -1.230311 -1.862538 -4.894680 -0.30 0.14 0.01 0.363
H -2.351620 -3.085331 -4.295174 0.17 -0.04 0.27 0.485
P -0.828512 -0.372619 0.719209 -0.15 0.11 1.71 1.085
F -2.444602 -0.045573 0.417987 2.81 -2.55 2.14 -0.580
F -0.688376 -1.412755 -0.485731 -0.43 -0.42 3.22 -0.155
F -0.619269 0.926951 -0.234847 -12.86 -9.01 7.93 1.052
F 0.780667 -0.614252 0.759857 -1.73 0.00 1.23 -0.513
F -0.820083 0.839795 1.824375 2.25 -6.19 0.02 -0.567
F -1.033793 -1.528131 1.887968 0.54 3.46 -4.62 0.068
```
Positions in Å, forces in eV/Å.

## Properties
Molecular weight, g/mol: 786.2
LUMO energy, eV: -8.30
Net charge: +4
ΔE to the lowest compared entry with this formula, charge and spin, kJ/mol: 2356.7
HOMO-LUMO gap, eV: 10.07
Max |F|, eV Å⁻¹: 17.59
Highest occupied orbital energy, Eh: -0.67532
Electronic energy, eV: -75933.4016

---

No. 3
C16H49BF4N11O7 | wB97M-V/def2-TZVPD

Geometry as XYZ:
```
88
Properties=species:S:1:pos:R:3:forces:R:3:mulliken_charge:R:1
B 0.634214 -0.721694 0.514625 0.26 -0.37 0.24 0.414
F 0.757613 -1.133641 -0.822510 -0.45 0.28 0.02 -0.244
F -0.120204 0.466104 0.652763 0.24 0.14 -0.39 -0.242
F -0.079667 -1.721515 1.217625 -0.23 0.18 -0.03 -0.050
F 1.909397 -0.575759 1.047952 -0.13 0.15 0.16 -0.458
C 0.740151 3.189457 2.610070 0.12 0.59 0.44 -1.530
C 1.673715 3.233085 1.414009 -0.97 -0.82 -1.02 1.530
C 2.194530 4.619026 1.070766 0.15 -0.79 1.12 -0.944
O 3.009445 4.523668 -0.072389 -0.11 0.26 -0.27 -0.217
C 3.901286 5.603604 -0.171662 0.36 0.20 -0.01 -0.824
N 2.761316 2.274293 1.569909 0.38 0.41 -0.03 -0.765
H 1.232573 3.627511 3.485311 -0.09 -0.03 0.02 0.399
H 0.449814 2.174785 2.876525 0.16 -0.12 -0.20 0.237
H -0.185423 3.737921 2.412234 0.07 0.09 0.01 0.351
H 1.026810 2.953159 0.559267 0.22 0.00 -0.07 -0.458
H 2.797910 4.939281 1.935460 -0.02 0.28 -0.11 0.430
H 1.339527 5.288224 0.940685 0.12 0.22 -0.15 0.334
H 3.405618 6.576134 -0.078291 -0.13 -0.05 0.04 0.304
H 4.397738 5.583796 -1.141364 -0.12 -0.20 -0.05 0.228
H 4.677457 5.536077 0.601497 -0.06 0.06 0.05 0.336
H 2.473573 1.347010 1.280344 -0.08 -0.03 0.24 0.273
H 3.510354 2.541651 0.940239 0.01 -0.03 0.01 0.315
C 3.519618 -1.567288 -5.223093 0.73 0.14 -0.48 -1.759
C 2.344571 -1.528939 -4.258214 0.29 0.46 -0.55 1.080
C 1.515100 -2.789946 -4.344945 -0.30 -0.44 1.25 -0.634
O 0.987621 -3.126683 -5.605849 0.37 -0.14 -0.32 -0.404
C 0.418835 -2.065453 -6.335438 -0.07 0.33 -0.01 -0.616
N 2.810194 -1.333119 -2.869830 -0.56 -0.27 -0.58 -0.530
H 3.343814 -2.161805 -6.122179 -0.31 -0.06 0.12 0.354
H 4.431151 -1.975107 -4.776923 -0.20 -0.11 0.27 0.456
H 3.789718 -0.570570 -5.588957 -0.10 0.04 0.17 0.344
H 1.724876 -0.672809 -4.549129 -0.13 -0.04 -0.01 0.127
H 0.703682 -2.765089 -3.596024 -0.11 0.40 -0.16 0.327
H 2.127945 -3.614522 -3.966019 0.08 -0.15 -0.53 0.286
H 1.142036 -1.274308 -6.549401 0.03 0.01 -0.01 0.260
H -0.431079 -1.598002 -5.823079 0.00 -0.11 0.10 0.277
H 0.077284 -2.455084 -7.292846 -0.03 -0.19 0.08 0.240
H 1.951820 -1.139540 -2.357954 0.39 0.10 0.38 -0.045
H 3.337866 -0.466276 -2.879444 0.04 -0.03 0.25 0.315
C -6.097091 1.097359 4.213807 -0.18 -0.33 -0.02 -1.475
C -5.299604 1.298198 2.934362 0.47 -0.01 0.41 0.252
C -3.889194 0.734634 3.090153 -0.03 -0.23 -0.17 0.017
O -3.958107 -0.673060 3.230014 0.19 0.07 -0.22 -0.364
C -2.730180 -1.195831 3.683361 0.05 -0.25 0.63 -0.753
N -6.004308 0.746498 1.790838 -0.03 -0.02 -0.48 -0.713
H -7.079432 1.566513 4.160755 0.05 0.09 -0.09 0.384
H -5.557222 1.491716 5.075307 -0.01 0.03 0.01 0.359
H -6.256490 0.028320 4.376614 0.04 0.03 0.06 0.280
H -5.150973 2.376006 2.801497 -0.19 0.00 -0.26 0.330
H -3.385026 1.175032 3.962021 -0.04 0.03 0.02 0.460
H -3.302939 0.967439 2.191264 0.03 0.09 0.11 -0.183
H -2.757769 -2.283525 3.645946 -0.21 0.00 -0.04 0.316
H -2.599175 -0.892956 4.730556 0.25 -0.08 -0.02 0.418
H -1.839925 -0.887374 3.124472 -0.23 0.27 -0.25 0.134
H -6.066517 -0.264898 1.866586 -0.05 0.03 0.33 0.346
H -5.445955 0.865746 0.947806 -0.13 0.23 -0.02 0.244
C 0.414481 2.144864 -3.250855 0.07 -0.54 -0.12 0.515
O 0.384526 2.338468 -4.455364 -0.05 0.33 0.01 -0.709
N 1.594282 2.046370 -2.555832 -0.40 0.11 -0.20 -0.112
N -0.700299 1.988550 -2.479304 -0.21 0.02 0.43 -0.277
H 2.419417 2.248599 -3.085467 0.17 -0.15 0.16 0.182
H 1.625007 1.651849 -1.633128 0.23 0.15 0.05 -0.011
H -0.637251 1.585733 -1.559564 0.13 0.03 0.00 0.204
H -1.607736 1.900348 -2.899377 0.16 -0.04 -0.37 0.228
C -3.421703 0.111832 -0.744732 0.48 0.04 -0.43 0.411
O -4.433873 0.179928 -1.427023 -0.09 -0.07 0.27 -0.722
N -2.801434 -1.044416 -0.385963 -0.09 0.02 0.14 -0.107
N -2.748553 1.230359 -0.314599 -0.53 -0.25 -0.10 0.029
H -3.155914 -1.924796 -0.706303 -0.08 0.05 -0.05 0.194
H -1.904382 -1.006036 0.063768 0.00 -0.26 0.08 -0.115
H -1.899916 1.138235 0.217861 0.00 0.32 0.02 -0.209
H -3.133892 2.102195 -0.624709 0.19 0.17 0.19 0.198
C 1.730459 -4.999392 -0.309537 -0.25 -0.78 0.54 0.518
O 1.728881 -6.189214 -0.003688 0.20 0.33 -0.18 -0.724
N 2.679622 -4.440874 -1.128573 -0.73 -0.06 0.25 -0.304
N 0.793904 -4.128217 0.168172 0.47 0.35 -0.67 -0.087
H 2.697855 -3.439173 -1.244310 0.47 -0.06 -0.17 0.140
H 3.479330 -5.022906 -1.285912 0.16 0.21 -0.15 0.197
H 0.732351 -3.226357 -0.269728 -0.23 0.11 0.23 -0.108
H 0.023392 -4.453651 0.716204 0.01 -0.24 -0.08 0.185
C 0.997847 -2.738128 4.530640 0.02 0.04 0.38 0.468
O 1.323411 -3.365519 5.528640 0.08 0.05 -0.01 -0.710
N 1.254241 -1.394747 4.377324 -0.39 -0.02 -0.56 -0.327
N 0.289709 -3.305318 3.511395 0.25 0.36 0.75 -0.263
H 1.963414 -0.979449 4.951042 0.08 -0.14 0.07 0.232
H 1.164377 -1.046159 3.434417 0.24 0.24 0.10 0.112
H 0.106224 -2.783459 2.665489 0.00 -0.58 0.00 0.223
H 0.159315 -4.286945 3.669948 -0.20 -0.07 -0.58 0.202
```
Positions in Å, forces in eV/Å.

## Properties
Molecular weight, g/mol: 594.4
LUMO energy, eV: 2.31
Net charge: -1
ΔE to the lowest compared entry with this formula, charge and spin, kJ/mol: 0.0
HOMO-LUMO gap, eV: 9.54
Max |F|, eV Å⁻¹: 1.63
Highest occupied orbital energy, Eh: -0.26561
Electronic energy, eV: -59670.1630